Density functional theory data (wB97M-V/def2-TZVPD) for the molecule C3H6N2O2 at a distorted geometry.

Its frontier orbital gap is 9.83 eV. The total charge is 0. As for the HOMO energy: -9.35 eV. Its SMILES is C[C@@H]1ON=CNO1. As for the total energy: -10277.265 eV.

Each atom is followed by the atoms it is bonded to, with distances in Å.
Geometry (Å):
1 C -0.145 -1.004 -1.753  C2 1.584, H4 1.197, H5 1.199, H6 1.086
2 C -0.104 -0.275 -0.348  C1 1.584, H7 1.113, O12 1.360, O13 1.429
3 C 0.167 1.370 1.444  H9 1.212, N10 1.416, N11 1.317
4 H -0.492 -0.394 -2.724  C1 1.197
5 H 0.965 -1.420 -1.933  C1 1.199
6 H -0.721 -1.925 -1.775  C1 1.086
7 H -0.797 0.595 -0.306  C2 1.113
8 H -0.717 -0.295 2.596  N10 1.092
9 H 0.508 2.153 2.303  C3 1.212
10 N -0.594 0.190 1.625  C3 1.416, H8 1.092, O12 1.578
11 N 1.031 1.646 0.490  C3 1.317, O13 1.490
12 O -0.240 -1.072 0.746  C2 1.360, N10 1.578
13 O 1.139 0.431 -0.367  C2 1.429, N11 1.490